The following is a DFT calculation (ωB97M-V with the def2-TZVPD basis set) of a 18-piece molecular cluster, C72H108O36 overall.

frontier orbital gap	8.9	eV
highest occupied orbital energy	-9.15	eV

CARTESIAN COORDINATES (ANGSTROEM)
O1 -7.33780 2.14255 4.88976
C1 -6.72246 1.12908 4.78117
O2 -7.13234 0.01142 5.35779
C2 -6.12580 -0.91299 5.33162
C3 -5.24420 -0.60605 4.17821
C4 -5.36436 0.88529 4.07914
H1 -6.44760 -1.93530 5.13305
H2 -5.68933 -0.86448 6.32924
H3 -5.58173 -1.06251 3.24771
H4 -4.17139 -0.76694 4.28446
H5 -5.43627 1.22091 3.04459
H6 -4.63934 1.47094 4.64434
O3 3.73496 -5.42327 3.07571
C5 4.00921 -4.26072 2.91411
O4 3.05555 -3.35371 2.97682
C6 3.58535 -2.08412 2.73473
C7 4.96826 -2.27311 2.21033
C8 5.33073 -3.64833 2.69743
H7 3.67786 -1.50078 3.65084
H8 2.92923 -1.58911 2.01878
H9 5.65984 -1.53628 2.61887
H10 4.85136 -2.07084 1.14566
H11 5.99684 -3.70850 3.55812
H12 5.74988 -4.22987 1.87632
O5 -2.52396 -3.52173 0.91727
C9 -3.67929 -3.86704 1.12337
O6 -4.62808 -3.03435 1.59662
C10 -5.97416 -3.45229 1.53428
C11 -5.78219 -4.99188 1.34032
C12 -4.35333 -5.12991 0.93079
H13 -6.48953 -2.94523 0.71857
H14 -6.49231 -3.30862 2.48243
H15 -6.40153 -5.51470 0.61150
H16 -5.85589 -5.59378 2.24607
H17 -4.25394 -5.28108 -0.14409
H18 -3.85927 -5.85184 1.58104
O7 3.68611 1.12028 1.91179
C13 3.01339 1.88333 2.60826
O8 1.66832 1.89063 2.64293
C14 1.13336 2.84711 3.68283
C15 2.30901 3.17942 4.51740
C16 3.51969 2.94498 3.57999
H19 0.38875 2.35812 4.31096
H20 0.59004 3.65941 3.20005
H21 2.25811 2.55234 5.40750
H22 2.23225 4.23486 4.77863
H23 4.31547 2.45935 4.14478
H24 3.67076 3.92553 3.12856
O9 -2.52404 2.80804 -5.90693
C17 -3.39810 2.79131 -5.01582
O10 -4.56156 2.18884 -5.19230
C18 -5.32927 2.28242 -3.99584
C19 -4.40007 2.71682 -2.84498
C20 -3.20272 3.24340 -3.53446
H25 -5.85158 1.33828 -3.84129
H26 -6.16334 2.96978 -4.13715
H27 -4.12689 1.99686 -2.07352
H28 -4.80575 3.53253 -2.24653
H29 -2.19578 3.00629 -3.19100
H30 -3.25474 4.33214 -3.52828
O11 -1.24092 0.83433 5.84114
C21 -1.11459 -0.16120 5.12734
O12 -1.54688 -0.02858 3.80978
C22 -1.54527 -1.35742 3.25560
C23 -0.60989 -2.23728 4.06629
C24 -0.54759 -1.58380 5.44839
H31 -1.32340 -1.35361 2.18843
H32 -2.61024 -1.57316 3.34149
H33 0.38842 -2.35486 3.64482
H34 -0.94146 -3.27545 4.08514
H35 0.42660 -1.66267 5.93091
H36 -1.11318 -2.17973 6.16468
O13 9.88718 0.42880 1.21338
C25 8.81270 1.01199 1.42131
O14 7.89429 1.14532 0.35916
C26 6.71944 1.77187 0.72224
C27 6.76647 1.74876 2.27181
C28 8.31958 1.73990 2.57518
H37 5.91493 1.12243 0.37715
H38 6.54403 2.75651 0.28885
H39 6.20637 0.88878 2.63900
H40 6.26223 2.60992 2.71028
H41 8.54825 1.14331 3.45829
H42 8.74603 2.71757 2.79971
O15 5.08169 -4.14402 -7.33174
C29 4.49226 -3.93055 -6.30534
O16 4.41845 -4.80382 -5.34561
C30 3.76863 -4.34806 -4.13498
C31 3.01081 -3.07960 -4.73388
C32 3.73814 -2.66182 -5.99946
H43 4.58886 -4.23602 -3.42592
H44 3.06846 -5.05749 -3.69387
H45 3.05320 -2.31264 -3.96052
H46 1.95371 -3.16230 -4.98648
H47 4.34703 -1.79926 -5.72862
H48 3.08408 -2.40617 -6.83309
O17 -7.12667 1.14412 -1.56353
C33 -7.58665 0.53237 -0.58354
O18 -8.89406 0.21436 -0.61312
C34 -9.31077 -0.40404 0.53399
C35 -8.22070 -0.11274 1.56241
C36 -6.96266 0.04039 0.66042
H49 -9.33688 -1.48415 0.38985
H50 -10.30057 -0.06855 0.84359
H51 -8.09468 -1.00774 2.17166
H52 -8.52952 0.75548 2.14459
H53 -6.37208 -0.81970 0.34487
H54 -6.28480 0.85615 0.91170
O19 3.09555 4.81740 -5.98196
C37 2.56158 3.76794 -5.70942
O20 3.18808 2.57926 -5.83872
C38 2.46726 1.46925 -5.46275
C39 1.00870 2.10002 -5.23520
C40 1.17054 3.55719 -5.15865
H55 2.78906 0.86621 -4.61370
H56 2.48164 0.80706 -6.32843
H57 0.59069 1.62303 -4.34871
H58 0.34903 1.78054 -6.04197
H59 1.06398 3.88163 -4.12353
H60 0.42129 4.09048 -5.74374
O21 -0.59000 5.09459 0.80827
C41 0.51895 4.88719 0.22698
O22 1.73608 4.70485 0.88022
C42 2.85828 4.61800 0.02378
C43 2.25643 4.09356 -1.32029
C44 0.82095 4.79029 -1.24470
H61 3.58918 3.87445 0.34158
H62 3.39868 5.51614 -0.27524
H63 2.11426 3.01305 -1.34038
H64 2.85852 4.44229 -2.15932
H65 0.01678 4.15498 -1.61591
H66 0.71249 5.83799 -1.52514
O23 2.74113 -0.09427 5.46001
C45 3.69524 -0.41035 6.11195
O24 3.91336 -1.69378 6.36210
C46 5.17977 -1.84063 6.93492
C47 5.84542 -0.46837 6.83229
C48 4.66488 0.48060 6.83016
H67 5.67737 -2.67770 6.44520
H68 5.21980 -2.11430 7.98924
H69 6.34424 -0.42642 5.86404
H70 6.57021 -0.30374 7.62958
H71 4.88783 1.27825 6.12154
H72 4.12643 0.82976 7.71122
O25 0.99744 0.02346 -7.97619
C49 0.02502 -0.55857 -7.42293
O26 0.30110 -1.51908 -6.61522
C50 -0.89888 -1.97642 -5.98175
C51 -1.82944 -0.75740 -6.12230
C52 -1.46795 -0.23819 -7.42609
H73 -0.61164 -2.13195 -4.94185
H74 -1.31573 -2.91891 -6.33678
H75 -1.55493 0.02895 -5.41916
H76 -2.85320 -1.08201 -5.93617
H77 -1.59512 0.83521 -7.56665
H78 -1.93958 -0.72957 -8.27710
O27 -4.05488 2.29569 0.62673
C53 -3.72789 3.18096 1.37174
O28 -3.00505 2.94546 2.43204
C54 -2.59558 4.13257 3.13120
C55 -3.65444 5.15257 2.60225
C56 -4.12364 4.63563 1.28077
H79 -1.52368 4.32902 3.10783
H80 -2.85307 4.00628 4.18279
H81 -3.40521 6.21054 2.68406
H82 -4.51373 5.16962 3.27265
H83 -3.50293 4.94369 0.43940
H84 -5.18034 4.81116 1.07907
O29 -5.75947 -4.26136 -2.27447
C57 -5.13335 -3.22631 -2.25323
O30 -5.68160 -2.04305 -2.12857
C58 -4.83703 -0.90115 -2.22475
C59 -3.47138 -1.52679 -1.94465
C60 -3.61944 -2.99026 -2.40775
H85 -5.12942 -0.13911 -1.50232
H86 -4.86397 -0.63297 -3.28090
H87 -3.23548 -1.56658 -0.88122
H88 -2.61578 -0.99254 -2.35770
H89 -3.04385 -3.63039 -1.73914
H90 -3.32727 -3.15513 -3.44484
O31 6.39960 -1.31591 -3.80786
C61 5.93237 -0.29881 -3.19961
O32 6.41507 0.90393 -3.48071
C62 5.86655 1.86100 -2.57976
C63 4.54440 1.28750 -2.05826
C64 4.83918 -0.22758 -2.15702
H91 5.64647 2.79602 -3.09494
H92 6.63909 1.93903 -1.81478
H93 3.74059 1.51470 -2.75853
H94 4.35863 1.69713 -1.06539
H95 3.94337 -0.81404 -2.36116
H96 5.26548 -0.62435 -1.23564
O33 -1.12047 0.87019 -2.80691
C65 -0.56480 0.75969 -1.74052
O34 0.76084 1.00936 -1.55425
C66 1.23124 0.65871 -0.24986
C67 -0.11346 0.65485 0.49914
C68 -1.13719 0.11628 -0.44983
H97 1.93494 1.40402 0.12086
H98 1.63513 -0.34664 -0.36920
H99 -0.39038 1.67796 0.75344
H100 -0.03659 0.20991 1.49122
H101 -2.13711 0.49978 -0.24691
H102 -1.29934 -0.95824 -0.53477
O35 3.63481 -3.15766 -1.09617
C69 2.47761 -3.49943 -1.06518
O36 1.56803 -2.77808 -1.64701
C70 0.33885 -3.44876 -1.71704
C71 0.35320 -4.51169 -0.59286
C72 1.89028 -4.67503 -0.38631
H103 0.24010 -3.93993 -2.68508
H104 -0.50929 -2.77600 -1.58996
H105 -0.23620 -5.39724 -0.83055
H106 -0.17788 -4.07199 0.25137
H107 2.43186 -5.37587 -1.02161
H108 2.12994 -4.95121 0.64053